# 1
The following is a quantum chemistry calculation of a structure of composition C9H10F3I at a distorted geometry, from the OMol25 dataset.

The geometry in XYZ format:
```
23
Properties=species:S:1:pos:R:3:forces:R:3:nbo_charge:R:1
C 3.5316 -0.5432 -0.6079 0.5 -2.5 -1.7 -0.5986
H 1.0284 -1.6969 1.5105 0.6 1.4 -1.0 0.2118
H 4.6050 -0.4712 -0.5482 0.5 0.0 -0.2 0.2134
C -3.4774 -0.0612 0.2113 4.6 0.7 -3.1 -0.1356
H -1.0375 -1.1733 0.5491 -0.1 -0.7 0.2 0.2125
H 3.2668 0.1390 1.4257 -0.2 -2.3 -1.0 0.2170
C 0.7715 -0.2141 -0.0701 -0.8 -0.7 -0.3 -0.2710
F -0.3998 2.3385 -0.9618 0.7 0.4 -0.3 -0.3092
F -1.6552 1.3527 -2.5163 0.3 0.7 1.7 -0.3518
C -1.5640 1.7413 -1.1505 -1.1 0.1 -1.8 0.9244
H 1.1271 0.4144 -0.9008 0.4 -0.3 0.9 0.2263
C -3.7635 0.1787 1.4494 -2.1 0.1 -0.3 -0.4745
C 3.0182 -0.8334 0.7676 -0.7 1.8 1.5 -0.4421
H 3.4796 -1.7256 1.1833 0.1 0.1 0.3 0.2161
H 3.1826 0.3867 -0.9516 -0.5 1.1 -0.6 0.2036
H 3.2849 -1.3722 -1.4337 0.3 1.7 1.9 0.2056
C -1.6546 0.5272 -0.3187 -4.0 -2.0 1.1 -0.0853
F -2.5142 2.7119 -1.0024 0.5 -1.2 0.2 -0.3183
C -0.6902 -0.3418 -0.0269 -0.1 0.9 1.0 -0.1766
C 1.5076 -0.9432 0.7933 -0.2 -0.3 -0.3 -0.1203
H -3.0161 0.5187 2.0511 2.1 1.3 1.5 0.2169
H -4.7311 0.2383 1.9069 -0.6 -0.9 0.0 0.2220
I -4.3002 -1.1713 -1.3592 -0.2 0.6 0.6 0.2137
```
Positions in Å, forces in eV/Å.

- calculated total energy (eV) = -25744.127
- E_HOMO (eV) = -9.024
- HOMO-LUMO gap (eV) = 9.281
- largest force on an atom (Eh/bohr) = 0.109
- relative energy (zero: lowest compared OMol25 entry of this formula, charge and spin) (kcal per mole) = 0.0



# 2
The following is a quantum chemistry calculation of an isolated molecule of C19H23N5O2S2 at a distorted geometry, from the OMol25 dataset.

The geometry in XYZ format:
```
51
Properties=species:S:1:pos:R:3:forces:R:3:nbo_charge:R:1
H 1.7761 0.6328 -3.9389 -0.1 0.1 0.0 0.2197
C 1.3975 -1.0749 0.1551 0.1 0.0 0.1 0.2970
N 0.2789 -1.4517 5.6177 -0.2 0.7 -0.1 -0.5046
N 0.9454 -1.7678 1.1625 0.0 -0.8 -1.0 -0.2857
C -0.9845 -0.5942 -1.3876 0.1 -0.2 0.0 -0.3330
H -2.1743 -1.4532 3.5254 0.1 0.3 0.0 0.4172
C -3.2401 -0.3179 -0.3578 0.0 0.1 0.1 -0.6421
H 1.1288 -2.5969 -1.2691 0.1 0.1 0.1 0.2126
N 0.7836 -0.9407 2.2073 0.2 0.6 0.6 -0.3506
H -0.8345 -1.4061 -0.6934 0.0 -0.1 0.1 0.2283
C -0.1976 0.8148 -3.1879 0.3 -0.2 0.1 -0.1145
C 1.6489 -1.6321 -1.2049 0.2 -0.3 0.1 -0.1074
H -4.2187 0.0688 -0.6303 -0.1 0.0 0.0 0.2120
C 1.1356 0.2540 1.8136 0.1 0.0 -0.1 0.1759
H 1.2362 1.0991 -6.3032 0.1 0.0 -0.1 0.2049
H 0.6519 0.3351 4.7126 -0.2 0.3 -0.1 0.2909
C -1.1581 0.2695 3.5298 -0.2 0.0 0.1 0.7127
H -3.3688 1.6090 -2.2901 -0.1 0.0 0.0 0.2086
C 0.8188 -2.5190 6.2555 0.0 -0.8 0.0 -0.0301
C -0.6599 -1.8035 4.8107 0.1 -1.0 0.3 0.2781
H -3.3006 -1.3996 -0.2540 -0.1 -0.1 0.0 0.2117
C 0.2761 -3.7216 5.9500 0.0 0.1 0.0 -0.4554
C -2.4243 1.0854 -2.2831 -0.1 0.0 0.1 -0.2571
H 2.5997 2.0135 0.3806 0.0 0.0 -0.1 0.2184
H 2.7213 -1.8093 -1.3504 -0.2 0.0 0.0 0.2124
N -1.4205 -0.9879 4.0201 -0.9 -0.1 -0.1 -0.6226
H -2.9631 0.0991 0.6117 -0.1 0.0 0.1 0.2522
C 0.0240 -0.2106 -2.2582 -0.1 0.2 -0.1 0.3697
H 1.1308 1.9235 -0.6165 0.1 0.0 0.0 0.2267
C 1.2186 2.6984 -4.0656 0.1 -0.3 0.0 -0.5920
C 0.8779 1.2105 -4.1726 0.0 0.1 -0.1 -0.2471
C -1.4355 1.4367 -3.1847 0.1 -0.1 0.1 -0.1346
H 1.5139 2.9546 -3.0502 0.0 0.1 0.1 0.2031
S 1.0130 1.7020 2.7563 0.0 0.4 0.2 0.2897
H -1.6303 2.2256 -3.8956 0.0 0.1 -0.1 0.1996
O 1.2862 -0.7690 -2.2562 -0.3 0.2 -0.2 -0.5213
H 0.5272 -4.6902 6.3297 0.1 -0.2 0.1 0.2425
C -2.2095 0.0624 -1.3739 0.0 0.1 -0.2 0.0242
H 0.3653 3.3137 -4.3389 -0.1 0.1 0.0 0.2012
C 0.0291 0.9968 4.1133 0.5 0.0 -0.4 -0.6410
O -1.8891 0.7417 2.6912 -0.1 0.1 0.0 -0.5959
H 2.0413 2.9413 -4.7349 0.1 0.1 -0.1 0.2073
N 1.5577 0.2342 0.5177 -0.2 -0.6 0.6 -0.3617
C 1.9954 1.3629 -0.2523 0.0 0.5 -0.3 -0.4157
H -0.3097 1.8489 4.7028 0.0 0.0 0.0 0.2596
H 1.6188 -2.3481 6.9521 0.1 -0.1 0.1 0.2128
C 0.4436 0.8594 -5.5975 0.2 -0.1 0.2 -0.5915
H 0.2215 -0.2025 -5.6731 0.0 -0.1 -0.1 0.2126
H 2.5824 1.0193 -1.1017 0.0 0.1 0.1 0.2304
S -0.9793 -3.5332 4.7841 0.3 0.6 0.1 0.3715
H -0.4472 1.4168 -5.8771 -0.1 0.1 -0.1 0.2001
```
Positions in Å, forces in eV/Å.

- calculated total energy (eV) = -53292.417
- structure (SMILES) = Cc1ccc(C(C)C)c(OCc2nnc(SCC(=O)Nc3nccs3)n2C)c1
- E_HOMO (eV) = -8.364
- HOMO-LUMO gap (eV) = 8.976
- largest force on an atom (Eh/bohr) = 0.025
- relative energy (zero: lowest compared OMol25 entry of this formula, charge and spin) (kcal per mole) = 35.7